Entry 1:
C21H19Cl2 | wB97M-V/def2-TZVPD

Values from the calculation:
HOMO (eV): -11.7
Total charge: +1
LUMO level (eV): -5.531
Molar mass (g mol⁻¹): 342.29

Geometry (Å):
C  -1.4993  -2.3247  -1.6280
C  -0.1993  -1.6143  -1.3896
C  -0.1880  -0.1233  -1.0707
C  1.2044  0.4416  -1.0002
C  2.3158  -0.2898  -1.2809
C  2.2337  -1.6546  -1.6075
C  3.4795  -2.3783  -1.9690
C  0.9728  -2.2668  -1.6472
H  -1.2972  -3.4029  -1.6846
H  -2.2795  -2.1603  -0.8737
H  -1.9213  -2.0312  -2.6017
H  -0.6555  0.3401  -1.9694
H  1.2818  1.5013  -0.7236
H  3.3071  0.1757  -1.2893
H  3.2936  -3.4512  -2.0429
H  3.8982  -2.0140  -2.9189
H  4.2366  -2.2055  -1.1968
H  0.9386  -3.3343  -1.8866
Cl  -2.3117  6.2183  -0.5297
C  -1.8517  4.5785  -0.3691
C  -2.4687  3.6017  -1.1613
C  -2.1638  2.2572  -0.9500
C  -1.2142  1.8564  0.0068
C  -0.9925  0.3271  0.1379
C  -0.4599  -0.2801  1.4611
C  -0.5998  -1.6644  1.6143
C  -0.1309  -2.3454  2.7335
C  0.4897  -1.6249  3.7594
Cl  1.0299  -2.4461  5.1587
C  0.6334  -0.2400  3.6442
C  0.1187  0.4283  2.5211
C  -0.4845  2.8574  0.6557
C  -0.8598  4.2093  0.5430
H  -3.2017  3.8874  -1.9072
H  -2.6539  1.4935  -1.5556
H  -2.0014  -0.1052  0.0179
H  -1.0834  -2.2337  0.8253
H  -0.2570  -3.4188  2.8085
H  1.1134  0.3126  4.4493
H  0.1954  1.5105  2.5320
H  0.4208  2.6412  1.2259
H  -0.3884  4.9717  1.1589

Results of the Löwdin charge analysis, in e, for atoms 1 through 6: -0.01 -0.14 -0.20 0.09 0.00 -0.17


Entry 2:
C21H19Cl2NO5 | wB97M-V/def2-TZVPD

Values from the calculation:
HOMO (eV): -7.8
Total charge: 0
LUMO level (eV): 0.302
SMILES string: COC(=O)C1=C(C)NC(C)=C(C(=O)OC)C1c1ccc(-c2cccc(Cl)c2Cl)o1
Molar mass (g mol⁻¹): 436.29

Geometry (Å):
C  0.7910  -0.1941  -3.7711
H  1.4453  -0.8224  -4.3799
H  0.9687  0.8515  -4.0328
H  -0.2516  -0.4565  -3.9329
O  1.0391  -0.4080  -2.3941
C  2.2793  -0.1144  -1.9608
O  3.1364  0.3006  -2.7133
C  2.4120  -0.3598  -0.5229
C  3.5539  -0.1386  0.1660
N  3.6008  -0.4088  1.5122
C  2.6030  -1.0475  2.2086
C  1.4222  -1.3048  1.6035
C  0.3093  -1.9881  2.2680
O  0.2924  -2.4233  3.4008
O  -0.7576  -2.0889  1.4544
C  -1.9024  -2.7190  1.9996
H  -2.2418  -2.1871  2.8913
H  -1.6761  -3.7519  2.2739
H  -2.6622  -2.6863  1.2229
C  1.1523  -0.8215  0.1893
C  0.1697  0.3119  0.2374
C  0.2432  1.5324  0.8550
C  -0.9656  2.1913  0.5645
C  -1.7046  1.3252  -0.2133
C  -3.0226  1.4873  -0.7930
C  -3.6140  2.7565  -0.7869
C  -4.8681  2.9717  -1.3165
C  -5.5788  1.9238  -1.8772
C  -5.0137  0.6602  -1.8959
C  -3.7483  0.4297  -1.3617
Cl  -3.1231  -1.1741  -1.4104
Cl  -5.9005  -0.6442  -2.5922
H  -6.5596  2.0754  -2.2977
H  -5.2989  3.9606  -1.2991
H  -3.0649  3.5812  -0.3637
O  -0.9972  0.1900  -0.3996
H  -1.2504  3.1665  0.9019
H  1.0583  1.9051  1.4413
H  0.6772  -1.6216  -0.3879
C  2.9810  -1.4044  3.6078
H  3.2874  -0.5089  4.1477
H  3.8178  -2.1026  3.6003
H  2.1431  -1.8638  4.1197
H  4.4788  -0.2589  1.9876
C  4.8412  0.3743  -0.3889
H  5.6254  -0.3714  -0.2600
H  5.1379  1.2782  0.1425
H  4.7352  0.5976  -1.4443

Results of the Löwdin charge analysis, in e, for atoms 1 through 6: -0.04 0.10 0.10 0.09 -0.05 -0.43


Entry 3:
C21H19ClN4O3S | wB97M-V/def2-TZVPD

Values from the calculation:
HOMO (eV): -8.6
Total charge: 0
LUMO level (eV): -0.186
SMILES string: O=C(N[C@H]1CNC[C@H]1NC(=O)c1ccc(Cl)s1)c1ccc(-n2ccccc2=O)cc1
Molar mass (g mol⁻¹): 442.93

Geometry (Å):
O  -6.4062  -1.1081  -0.6900
O  0.4792  -1.1967  -1.7079
O  4.4968  -0.1084  1.1944
Cl  2.4507  -4.3302  5.1544
S  3.6810  -2.2112  3.3095
C  -6.3684  -1.0141  0.5306
C  -0.1192  -0.1703  -1.3868
C  3.4268  -0.6393  0.9506
C  2.3878  -3.3240  3.6866
C  1.4469  -3.3722  2.6810
C  -7.6368  -1.1939  1.2653
C  -7.6773  -0.9746  2.6128
C  1.7229  -2.4217  1.5962
C  -6.4725  -0.5606  3.2993
C  2.9092  -1.7197  1.7957
C  -5.2818  -0.4842  2.6365
C  -1.9452  0.7516  0.1919
C  -2.2277  -1.3808  -0.9167
C  -3.1747  0.6112  0.8353
C  -3.5012  -1.4983  -0.3358
C  -1.4398  -0.2448  -0.6984
C  -3.9471  -0.5242  0.5848
N  -5.1943  -0.6690  1.2456
N  2.4315  3.3811  -1.1636
N  0.5439  1.0495  -1.4969
N  2.6806  -0.1720  -0.1081
C  2.1610  2.6945  -2.4332
C  3.0145  2.3950  -0.1940
C  1.9406  1.2437  -2.0102
C  2.9583  1.0294  -0.9179
H  0.6014  -4.0625  2.7746
H  -8.5322  -1.4923  0.7454
H  -8.5793  -1.0774  3.1894
H  1.0259  -2.2905  0.7576
H  -6.5297  -0.2866  4.3607
H  -4.4177  -0.2015  3.2444
H  -1.3552  1.6503  0.3684
H  -1.8768  -2.1379  -1.5631
H  -3.5690  1.3684  1.4834
H  -4.0905  -2.3832  -0.5400
H  3.0457  4.1780  -1.2702
H  0.0992  1.9182  -1.2618
H  1.9424  -0.7880  -0.4535
H  1.2875  3.1048  -2.9370
H  3.0117  2.7441  -3.1018
H  2.4413  2.3178  0.7038
H  4.0327  2.6240  0.1029
H  2.1242  0.5336  -2.8715
H  3.9466  0.8835  -1.3874

Results of the Löwdin charge analysis, in e, for atoms 1 through 6: 0.05 0.03 0.04 0.57 1.04 -0.40


Entry 4:
C21H19ClO6S | wB97M-V/def2-TZVPD

Values from the calculation:
HOMO (eV): -8.4
Total charge: 0
LUMO level (eV): -0.078
SMILES string: CO[C@H]1c2ccc(C#Cc3cc(Cl)ccc3OCC(=O)O)cc2S(=O)(=O)C1(C)C
Molar mass (g mol⁻¹): 434.90

Geometry (Å):
O  -1.1060  -3.4360  -5.6845
O  -2.6682  -1.1184  2.2181
O  -3.4674  1.2219  2.0381
Cl  3.5656  0.4891  -7.5406
C  1.2690  0.5074  -1.5108
C  1.5991  0.0271  -2.6058
O  -1.5782  -1.7584  -4.0903
O  0.9626  -2.7548  -3.1409
O  0.2868  2.4998  4.3471
C  -1.0638  -2.9555  -4.4986
C  2.5717  -1.7304  -6.3598
C  1.5025  1.8083  0.5261
C  2.3253  0.1839  -5.1034
C  1.9844  -2.4739  -5.3240
C  0.9811  2.2707  1.7059
C  -0.4426  0.3906  0.1841
C  2.7519  -0.3624  -6.3132
C  0.8065  0.8384  -0.1937
C  1.7718  -0.5644  -3.9102
C  1.5477  -1.9555  -4.1363
C  -0.2315  1.7558  2.1461
C  -0.9470  0.7166  1.4496
C  0.0190  2.7723  5.7578
C  -0.0959  -3.6635  -3.5743
C  -2.7776  1.0881  4.9670
C  -0.6923  -0.2962  4.5304
C  -0.8466  2.1430  3.5150
C  -1.6424  0.8414  4.0358
S  -2.4040  0.2838  2.4314
H  -1.8532  -1.4403  -4.9850
H  2.9701  -2.4143  -7.1058
H  2.4135  2.1992  0.2643
H  2.5637  1.2012  -5.1066
H  1.9181  -3.5325  -5.4298
H  1.5861  2.9285  2.3039
H  -1.0781  -0.3063  -0.3071
H  -0.7699  2.0934  6.0739
H  -0.3403  3.7615  5.9568
H  0.9623  2.5782  6.2942
H  0.3895  -4.4705  -4.0977
H  -0.7051  -4.0616  -2.6391
H  -2.4503  0.8884  5.9555
H  -3.7026  0.5137  4.7596
H  -2.9929  2.1820  4.9996
H  -0.0733  -0.0811  5.4181
H  0.0450  -0.6283  3.7742
H  -1.4119  -1.2081  4.6742
H  -1.4526  3.0284  3.3309

Results of the Löwdin charge analysis, in e, for atoms 1 through 6: 0.04 -0.30 -0.30 0.71 0.06 0.07


Entry 5:
C21H19CuN2O3S3 | wB97M-V/def2-TZVPD

Values from the calculation:
HOMO (eV): -0.7
Total charge: -2
LUMO level (eV): 4.693
Molar mass (g mol⁻¹): 507.14

Geometry (Å):
Cu  0.0666  0.1169  -0.0615
C  -0.2074  2.8043  -1.3797
C  0.0341  3.0768  0.0700
C  0.1413  4.4155  0.5177
C  0.4221  4.6530  1.8255
C  0.5937  3.5725  2.7201
C  0.9221  3.8142  4.0743
C  1.0942  2.7355  4.9046
C  0.9170  1.4353  4.4344
C  0.5477  1.1218  3.1196
S  0.2544  -0.4895  2.6432
C  0.4320  2.2563  2.2168
N  0.1650  2.0497  0.8859
H  -0.2625  3.7338  -1.9494
H  -1.1225  2.2313  -1.5268
H  0.5827  2.1731  -1.7932
H  0.0108  5.2193  -0.1955
H  0.5273  5.6648  2.2049
H  1.0348  4.8366  4.4171
H  1.3627  2.8847  5.9462
H  1.0409  0.6004  5.1132
C  -3.0200  -0.2312  0.6838
C  -2.4962  -1.5585  0.2228
C  -3.3325  -2.6959  0.1385
C  -2.8010  -3.8699  -0.3000
C  -1.4370  -3.9441  -0.6614
C  -0.8517  -5.1472  -1.1220
C  0.4751  -5.1397  -1.4593
C  1.2457  -3.9741  -1.3532
C  0.7331  -2.7621  -0.9050
S  1.7386  -1.3624  -0.7870
C  -0.6676  -2.7633  -0.5492
N  -1.2308  -1.6111  -0.1001
H  -4.0824  -0.2783  0.9309
H  -2.8649  0.5022  -0.1105
H  -2.4475  0.0917  1.5572
H  -4.3774  -2.6141  0.4117
H  -3.4135  -4.7621  -0.3878
H  -1.4628  -6.0389  -1.2079
H  0.9479  -6.0465  -1.8242
H  2.2906  -4.0009  -1.6376
C  -2.6296  1.5140  -4.0936
S  -1.5975  0.0669  -3.7979
O  -2.4619  -1.0603  -4.1260
O  -0.4636  0.2466  -4.6958
O  -1.2601  0.1664  -2.3776
H  -3.1021  1.4125  -5.0693
H  -2.0033  2.4048  -4.0737
H  -3.3898  1.5697  -3.3155

Results of the Löwdin charge analysis, in e, for atoms 1 through 6: -0.02 -0.04 -0.31 -0.04 -0.04 -0.19


Relative energy (zero: lowest compared OMol25 entry of this formula, charge and spin) list, top to bottom, in kJ/mol: 0.00 13.98 0.00 230.59 154.20